# 1
{
  "formula": "C18H50N20O16S",
  "method": "wB97M-V/def2-TZVPD",
  "symbols": ["O", "C", "C", "C", "C", "C", "C", "C", "S", "O", "O", "O", "C", "O", "O", "H", "H", "H", "H", "H", "H", "H", "H", "H", "H", "N", "C", "N", "O", "H", "H", "H", "H", "N", "C", "N", "O", "H", "H", "H", "H", "N", "C", "N", "O", "H", "H", "H", "H", "N", "C", "N", "O", "H", "H", "H", "H", "N", "C", "N", "O", "H", "H", "H", "H", "N", "C", "N", "O", "H", "H", "H", "H", "N", "C", "N", "O", "H", "H", "H", "H", "N", "C", "N", "O", "H", "H", "H", "H", "N", "C", "N", "O", "H", "H", "H", "H", "N", "C", "N", "O", "H", "H", "H", "H"],
  "positions_angstrom": [[-0.08034, 2.70588, -6.43971], [0.05610, 1.82221, -5.64668], [1.22160, 0.95202, -5.39872], [0.93575, 0.14458, -4.37551], [1.73795, -0.93575, -3.74360], [3.26263, -0.81363, -3.86055], [3.94094, -0.05178, -2.72591], [3.64268, 1.45348, -2.71287], [3.57929, 2.19477, -1.09979], [4.90834, 2.24008, -0.57183], [2.82613, 3.41189, -1.21245], [2.78039, 1.15784, -0.25175], [-0.44245, 0.49777, -3.91528], [-1.05906, 0.07544, -2.99623], [-0.94960, 1.46313, -4.77700], [2.12793, 0.97795, -5.98078], [1.43399, -1.89008, -4.17279], [1.45430, -0.98515, -2.68679], [3.56273, -0.41823, -4.83485], [3.64799, -1.83539, -3.83343], [5.02104, -0.17142, -2.83262], [3.67485, -0.49480, -1.76715], [2.68971, 1.70978, -3.17382], [4.42268, 2.00976, -3.23342], [1.79060, 1.29098, -0.36238], [-0.68752, 3.81022, -0.37625], [-0.43641, 2.58951, 0.17099], [-1.01230, 2.32283, 1.35898], [0.29234, 1.78647, -0.41397], [-1.27121, 4.49759, 0.05922], [-0.22151, 4.02847, -1.23786], [-0.82980, 1.44272, 1.81267], [-1.58330, 2.98241, 1.85091], [-0.21507, -4.99488, -4.69707], [1.08084, -5.04816, -4.27952], [1.60003, -6.29294, -4.05832], [1.72621, -4.02334, -4.13637], [-0.77022, -5.80578, -4.89432], [-0.61245, -4.08290, -4.82918], [2.55407, -6.34428, -3.75500], [1.07694, -7.13885, -4.17925], [-0.19502, -0.27234, 5.47990], [-0.87473, 0.82898, 5.08382], [-1.38177, 1.58091, 6.10714], [-1.02854, 1.14326, 3.90577], [-0.03375, -0.48599, 6.45257], [0.16194, -0.88480, 4.77079], [-1.84405, 2.43610, 5.86522], [-1.26915, 1.33915, 7.08002], [-0.51881, -3.36332, 9.31765], [-0.57248, -2.06714, 8.88675], [-1.42628, -1.24487, 9.53199], [0.11629, -1.66298, 7.94982], [-1.05040, -3.70329, 10.09649], [0.11535, -3.98168, 8.84732], [-1.45813, -0.27955, 9.20549], [-2.00417, -1.53941, 10.29793], [1.27246, 1.18766, 8.29654], [0.16629, 1.91769, 8.59243], [0.38275, 3.24017, 8.77349], [-0.94694, 1.38971, 8.67087], [2.18130, 1.60660, 8.20404], [1.15507, 0.19436, 8.16664], [-0.40624, 3.82521, 8.97304], [1.31793, 3.61706, 8.69817], [0.33381, 0.03710, -7.81958], [0.21758, -1.29736, -7.59579], [0.56361, -2.11708, -8.63572], [-0.17171, -1.73590, -6.52204], [0.63788, 0.43744, -8.68898], [0.07564, 0.64830, -7.06658], [0.54767, -3.10659, -8.46788], [0.89211, -1.77416, -9.51896], [2.88566, 4.89050, 5.93203], [3.49508, 4.75355, 7.13971], [4.61756, 5.49547, 7.33553], [3.06097, 3.99666, 8.00208], [3.22676, 5.49102, 5.20574], [2.06834, 4.33304, 5.76253], [5.08331, 5.40109, 8.21870], [4.99869, 6.11224, 6.64376], [-2.52337, -4.26015, -9.10594], [-2.99379, -4.79428, -7.93456], [-2.53673, -4.17735, -6.80495], [-3.75563, -5.74380, -7.90696], [-1.91870, -3.46004, -9.14277], [-2.84058, -4.67928, -9.95944], [-2.87953, -4.52091, -5.92792], [-1.89727, -3.40032, -6.80911], [-4.38812, -3.13530, 8.67808], [-5.33209, -2.80644, 9.60941], [-6.38202, -2.06392, 9.14567], [-5.23494, -3.14689, 10.77582], [-4.42288, -2.85408, 7.71676], [-3.60688, -3.67624, 8.99664], [-7.08789, -1.80610, 9.80911], [-6.47512, -1.77328, 8.19148], [-1.39384, 3.31056, -8.22538], [-1.87718, 2.78010, -9.38871], [-3.22946, 2.87818, -9.55485], [-1.15085, 2.25392, -10.21600], [-1.96602, 3.74368, -7.52556], [-0.40313, 3.26692, -8.07708], [-3.61696, 2.50039, -10.39873], [-3.83909, 3.30183, -8.88219]],
  "smiles": "O=C1C=C(CCCCS(=O)(=O)O)C(=O)O1.NC(N)=O.NC(N)=O.NC(N)=O.NC(N)=O.NC(N)=O.NC(N)=O.NC(N)=O.NC(N)=O.NC(N)=O.NC(N)=O",
  "e_lumo_ev": -0.554
}

# 2
{
  "formula": "C2H3FN2O",
  "method": "wB97M-V/def2-TZVPD",
  "symbols": ["C", "C", "N", "N", "O", "F", "H", "H", "H"],
  "positions_angstrom": [[0.59521, 0.41323, -0.54602], [-0.70367, -1.02566, -1.18851], [0.20761, -0.22303, -1.70043], [-0.00332, 0.06474, 0.55220], [-0.89816, -0.87965, 0.13382], [0.58822, 1.08341, 2.97228], [1.20382, 1.19101, -0.47750], [0.33951, 0.98740, 1.98118], [-1.32922, -1.61145, -1.72702]],
  "e_lumo_ev": 0.314,
  "e_above_lowest_kj_mol": 55.3
}

# 3
{
  "formula": "C21H63GeN6O3P2PdSi3",
  "method": "wB97M-V/def2-TZVPD",
  "symbols": ["Pd", "N", "C", "C", "C", "C", "N", "H", "H", "H", "H", "H", "H", "H", "H", "H", "H", "H", "H", "C", "N", "C", "P", "O", "O", "P", "O", "N", "C", "C", "N", "C", "C", "N", "C", "C", "H", "H", "H", "H", "H", "H", "H", "H", "H", "H", "H", "H", "H", "H", "H", "H", "H", "H", "H", "H", "H", "H", "H", "H", "C", "Si", "C", "C", "Ge", "Si", "C", "C", "C", "Si", "C", "C", "C", "H", "H", "H", "H", "H", "H", "H", "H", "H", "H", "H", "H", "H", "H", "H", "H", "H", "H", "H", "H", "H", "H", "H", "H", "H", "H", "H"],
  "positions_angstrom": [[-0.24519, 0.02593, 0.34846], [-1.22204, -1.06368, 2.96655], [-2.54429, -1.45851, 3.42804], [-2.91237, -2.92474, 3.22326], [-3.45010, -3.26770, 1.83393], [-2.46085, -3.20510, 0.67600], [-2.15355, -1.81474, 0.31563], [-1.12899, -1.33807, 1.98946], [-0.48820, -1.54645, 3.47068], [-3.27925, -0.83537, 2.90822], [-2.61775, -1.20917, 4.48904], [-3.68391, -3.19496, 3.95164], [-2.03697, -3.54479, 3.45218], [-4.29064, -2.59894, 1.60430], [-3.86783, -4.27721, 1.86846], [-2.86729, -3.78048, -0.16457], [-1.52856, -3.69658, 0.97194], [-2.99630, -1.25975, 0.21453], [-1.63901, -1.73261, -0.55372], [-0.82792, 2.10386, -4.82564], [-0.42436, 1.07119, -3.88464], [1.02704, 0.97542, -3.68636], [-1.39043, 0.62417, -2.64333], [-0.90862, -0.60775, -1.97847], [-1.36960, 1.96541, -1.69388], [-2.01862, 2.10925, -0.21744], [-2.57095, 0.86007, 0.35994], [-3.24741, 3.18257, -0.53625], [-4.26363, 3.33336, 0.50359], [-3.11847, 4.35601, -1.38566], [-0.84207, 2.81120, 0.68470], [-0.76531, 2.53052, 2.12410], [-0.35244, 4.13475, 0.31502], [-2.93777, 0.49269, -3.16385], [-3.84542, 1.60507, -3.39217], [-3.60461, -0.80393, -3.07025], [-0.23255, 2.00195, -5.73338], [-0.66875, 3.11354, -4.42657], [-1.87197, 1.98758, -5.10516], [1.47807, 0.44515, -4.52708], [1.25539, 0.42809, -2.77376], [1.46972, 1.97363, -3.61406], [-4.35292, 2.41575, 1.07986], [-5.22854, 3.53950, 0.03540], [-4.03430, 4.16158, 1.18427], [-2.32983, 4.22046, -2.12160], [-2.90235, 5.26156, -0.81023], [-4.05795, 4.51855, -1.92097], [-1.26443, 1.59321, 2.37027], [-1.21447, 3.34893, 2.69540], [0.28190, 2.43546, 2.41491], [-0.98456, 4.92782, 0.72821], [-0.28946, 4.24679, -0.76647], [0.65628, 4.25458, 0.71334], [-3.31350, 2.54966, -3.40758], [-4.60206, 1.65620, -2.60461], [-4.34879, 1.48057, -4.35479], [-2.88344, -1.58441, -2.84776], [-4.10036, -1.03716, -4.01516], [-4.35552, -0.78374, -2.27488], [4.48505, -1.77284, 2.85766], [2.61393, -1.61357, 2.70126], [2.05858, -0.45307, 4.08862], [1.91100, -3.32367, 3.07074], [1.95980, -0.81997, 0.55408], [3.44480, 1.03932, 0.26735], [5.10890, 0.56426, -0.46733], [3.77044, 1.91475, 1.90285], [2.70161, 2.38341, -0.84810], [2.56072, -2.59862, -0.90412], [1.46239, -4.07902, -0.51356], [2.33587, -2.23032, -2.73009], [4.33911, -3.18129, -0.70895], [4.73597, -2.27923, 3.79665], [4.97129, -0.79441, 2.86540], [4.91598, -2.34822, 2.03619], [2.90749, -0.22841, 4.74126], [1.27875, -0.90801, 4.70539], [1.66709, 0.49304, 3.70800], [1.86870, -3.49300, 4.15170], [2.54245, -4.10238, 2.63272], [0.90268, -3.45036, 2.66468], [5.62483, -0.14799, 0.18451], [5.75578, 1.43816, -0.59772], [4.97849, 0.08525, -1.44225], [4.17136, 1.25379, 2.67368], [2.84188, 2.34567, 2.29416], [4.48230, 2.73265, 1.74906], [3.22106, 2.44759, -1.80964], [2.79179, 3.36017, -0.35996], [1.64078, 2.19635, -1.04127], [0.45248, -3.76367, -0.24138], [1.86274, -4.65081, 0.32758], [1.38903, -4.74827, -1.37683], [1.31076, -1.93036, -2.96394], [2.57271, -3.13816, -3.29390], [3.01183, -1.43741, -3.06796], [4.49285, -3.67791, 0.25216], [5.05172, -2.35657, -0.78061], [4.57311, -3.90299, -1.49920]],
  "spin_multiplicity": 2,
  "e_lumo_ev": [0.332, 0.329],
  "e_above_lowest_kj_mol": 81.6,
  "s2": 0.753
}

# 4
{
  "formula": "C4H12BeN3",
  "method": "wB97M-V/def2-TZVPD",
  "symbols": ["C", "Be", "N", "H", "H", "H", "H", "H", "H", "H", "H", "N", "C", "C", "N", "C", "H", "H", "H", "H"],
  "positions_angstrom": [[0.49537, -1.17998, -2.44513], [-1.60246, -0.21491, 0.35744], [-1.10496, -1.88389, 0.55245], [0.71181, -1.47008, -1.41152], [-0.09731, -1.88455, 0.73223], [-2.58953, 0.16260, 1.24707], [0.32118, -2.06311, -3.07051], [1.36242, -0.65022, -2.85150], [-0.37969, -0.51795, -2.50509], [-1.54997, -2.30870, 1.36672], [-1.25365, -2.47615, -0.27500], [0.63402, 2.54674, 1.15197], [1.49464, 1.46806, 1.40572], [0.94963, 0.40165, 0.78961], [-0.31441, 0.77618, 0.26428], [-0.39434, 2.10796, 0.41969], [0.75561, 3.48653, 1.52730], [2.36532, 1.55329, 2.03045], [1.37956, -0.58956, 0.68571], [-1.18327, 2.73607, 0.02810]],
  "charge": -1,
  "e_lumo_ev": [3.549, 3.446],
  "e_above_lowest_kj_mol": 13.9
}